{"formula": "C18H42Cl6O6", "method": "ωB97M-V/def2-TZVPD", "gap_ev": 9.98, "fmax_ha_per_bohr": 0.047, "homo_energy_ha": -0.3509, "lumo_ev": 0.44, "de_lowest_kj_mol": 0.00, "smiles": "COCCOC.COCCOC.COCCOC.ClCCCl.ClCCCl.ClCCCl", "elements": ["Cl", "C", "C", "Cl", "H", "H", "H", "H", "Cl", "C", "C", "Cl", "H", "H", "H", "H", "Cl", "C", "C", "Cl", "H", "H", "H", "H", "C", "O", "C", "C", "O", "C", "H", "H", "H", "H", "H", "H", "H", "H", "H", "H", "C", "O", "C", "C", "O", "C", "H", "H", "H", "H", "H", "H", "H", "H", "H", "H", "C", "O", "C", "C", "O", "C", "H", "H", "H", "H", "H", "H", "H", "H", "H", "H"], "positions_angstrom": [[13.15, 8.03, 15.78], [11.39, 8.28, 15.91], [10.92, 9.46, 15.07], [11.40, 11.06, 15.82], [11.12, 8.43, 16.97], [10.84, 7.39, 15.55], [9.85, 9.35, 15.02], [11.38, 9.51, 14.10], [12.20, 9.19, 20.30], [13.83, 8.77, 19.61], [14.98, 9.56, 20.14], [15.20, 9.28, 21.86], [13.73, 8.92, 18.51], [13.94, 7.69, 19.76], [14.75, 10.61, 20.03], [15.90, 9.31, 19.59], [16.07, 5.81, 19.17], [16.38, 5.68, 17.40], [17.44, 6.62, 16.86], [16.90, 8.32, 17.04], [15.48, 5.81, 16.81], [16.73, 4.71, 17.13], [17.64, 6.59, 15.80], [18.38, 6.67, 17.44], [21.07, 8.29, 17.67], [21.29, 8.12, 16.26], [20.94, 9.23, 15.47], [21.39, 9.06, 14.04], [22.72, 9.42, 13.94], [23.20, 9.43, 12.60], [20.06, 8.74, 17.73], [21.79, 8.99, 18.08], [21.22, 7.28, 18.03], [21.24, 10.21, 15.92], [19.79, 9.36, 15.47], [20.74, 9.69, 13.45], [21.22, 8.07, 13.62], [23.20, 8.41, 12.21], [24.21, 9.80, 12.55], [22.49, 9.99, 11.95], [14.83, 4.99, 14.14], [14.55, 5.57, 12.92], [15.03, 6.88, 12.62], [14.95, 7.19, 11.13], [15.83, 6.33, 10.44], [15.78, 6.44, 9.00], [14.47, 3.96, 14.12], [14.34, 5.53, 14.96], [15.92, 4.97, 14.35], [16.03, 7.14, 13.00], [14.38, 7.59, 13.15], [15.21, 8.25, 10.98], [13.91, 7.10, 10.80], [16.65, 5.94, 8.57], [15.80, 7.46, 8.62], [14.93, 5.88, 8.60], [11.75, 5.35, 19.05], [10.80, 5.34, 20.07], [11.33, 5.57, 21.35], [10.28, 5.80, 22.42], [9.51, 4.63, 22.67], [8.40, 4.73, 23.51], [12.02, 6.40, 18.84], [11.29, 4.92, 18.18], [12.62, 4.72, 19.26], [11.84, 6.53, 21.29], [12.05, 4.76, 21.58], [9.56, 6.59, 22.10], [10.92, 6.05, 23.28], [7.70, 5.40, 23.02], [8.65, 5.05, 24.52], [7.87, 3.77, 23.43]], "lowdin_charge": [0.5818, -0.6429, -0.6103, 0.5029, 0.0663, 0.0864, 0.0676, 0.0527, 0.5241, -0.6654, -0.6961, 0.5675, 0.0463, 0.0198, 0.0682, 0.0448, 0.5792, -0.6393, -0.5926, 0.5328, 0.0329, 0.0631, 0.0574, 0.0584, -0.0869, -0.2019, -0.2287, -0.2505, -0.1722, -0.0929, 0.0728, 0.0836, 0.0930, 0.1406, 0.1314, 0.1117, 0.1304, 0.0806, 0.0820, 0.0956, -0.1372, -0.1728, -0.1945, -0.2286, -0.1762, -0.0845, 0.0971, 0.0382, 0.0884, 0.1260, 0.0905, 0.1265, 0.1268, 0.0799, 0.0828, 0.0845, -0.1213, -0.1779, -0.2216, -0.1884, -0.1960, -0.1234, 0.0711, 0.0801, 0.0866, 0.0787, 0.1407, 0.1416, 0.1288, 0.0767, 0.0870, 0.0960]}

=====

{"formula": "C18H42F10N4O14S", "method": "ωB97M-V/def2-TZVPD", "gap_ev": 7.15, "fmax_ha_per_bohr": 0.131, "homo_energy_ha": -0.3186, "lumo_ev": -1.52, "elements": ["C", "N", "C", "C", "N", "C", "C", "C", "C", "C", "C", "C", "N", "C", "C", "F", "C", "N", "C", "S", "O", "O", "C", "F", "F", "C", "F", "F", "C", "F", "F", "C", "F", "F", "F", "H", "H", "H", "H", "H", "H", "H", "H", "H", "H", "H", "H", "H", "H", "H", "H", "H", "H", "O", "H", "H", "O", "H", "H", "O", "H", "H", "O", "H", "H", "O", "H", "H", "O", "H", "H", "O", "H", "H", "O", "H", "H", "O", "H", "H", "O", "H", "H", "O", "H", "H", "O", "H", "H"], "positions_angstrom": [[1.19, -1.93, 2.44], [2.08, -1.36, 1.38], [2.15, -2.21, 0.17], [0.95, -1.77, -0.76], [-0.20, -2.50, -0.62], [-1.15, -1.99, -1.50], [-2.52, -2.63, -1.47], [-3.62, -2.22, -2.33], [-5.00, -2.95, -2.15], [-5.59, -2.44, -0.74], [-5.68, -0.86, -0.64], [-4.94, -0.27, 0.65], [-3.46, -0.19, 0.48], [-3.41, -1.13, -3.35], [-2.10, -0.51, -3.38], [-1.89, 0.52, -4.27], [-0.97, -0.89, -2.48], [0.22, -0.21, -2.58], [1.17, -0.63, -1.71], [2.77, 0.29, -1.82], [3.68, -0.65, -2.52], [3.39, 0.53, -0.51], [2.68, 1.79, -2.91], [2.22, 1.32, -4.16], [4.00, 2.20, -3.15], [1.70, 2.97, -2.48], [0.38, 2.75, -2.81], [2.05, 4.11, -3.25], [1.73, 3.45, -0.98], [0.75, 4.45, -0.90], [1.28, 2.48, -0.08], [3.06, 4.15, -0.50], [4.18, 3.38, -0.58], [3.23, 5.40, -1.05], [2.87, 4.40, 0.86], [0.61, -1.08, 2.89], [0.52, -2.70, 1.96], [1.85, -2.33, 3.25], [3.02, -1.18, 1.72], [3.14, -2.06, -0.33], [2.01, -3.30, 0.46], [-2.71, -3.47, -0.75], [-4.83, -4.06, -2.05], [-5.68, -2.67, -3.02], [-6.60, -2.87, -0.53], [-4.87, -2.83, 0.05], [-6.78, -0.62, -0.47], [-5.38, -0.31, -1.57], [-5.30, 0.78, 0.82], [-5.16, -0.89, 1.57], [-3.01, -1.03, 0.85], [-3.22, -0.07, -0.51], [-4.24, -0.83, -4.04], [1.52, -0.61, 4.95], [2.29, -0.05, 4.79], [1.23, -0.35, 5.83], [5.56, 2.71, 2.19], [5.01, 2.53, 1.42], [6.43, 2.89, 1.83], [-7.55, -2.15, -4.10], [-7.78, -1.91, -5.00], [-8.34, -2.56, -3.76], [3.09, 1.95, 3.93], [2.53, 1.77, 3.16], [3.96, 2.13, 3.56], [6.61, 0.02, -1.25], [6.85, 0.95, -1.33], [5.75, -0.04, -1.69], [-1.09, 4.06, 1.03], [-0.84, 4.53, 1.83], [-0.29, 3.61, 0.75], [3.51, 3.63, -6.17], [4.24, 3.01, -6.03], [3.13, 3.73, -5.30], [4.22, 2.56, 6.57], [3.87, 2.37, 5.69], [5.09, 2.94, 6.40], [3.10, -3.22, 6.63], [2.42, -2.68, 6.19], [3.72, -2.57, 6.98], [-6.50, -1.46, 3.37], [-6.26, -0.91, 4.12], [-7.09, -2.12, 3.74], [5.90, 1.11, -5.32], [6.63, 0.49, -5.16], [5.50, 1.22, -4.45], [-5.74, -3.94, 4.58], [-4.90, -4.07, 4.12], [-5.76, -4.64, 5.23]], "lowdin_charge": [-0.1161, -0.1330, -0.1744, -0.1449, 0.1856, -0.1619, 0.0180, -0.1840, -0.1406, -0.1798, -0.1833, -0.2638, -0.0126, 0.0644, -0.1440, 0.0442, -0.1164, 0.1440, -0.1853, 0.8301, -0.3010, -0.3011, -0.3520, 0.0796, 0.0791, -0.2647, 0.1428, 0.1070, -0.2467, 0.1103, 0.1120, -0.4063, 0.1410, 0.1623, 0.1230, 0.0695, 0.0760, 0.0765, 0.0997, 0.1108, 0.1258, 0.1191, 0.1142, 0.0869, 0.1049, 0.1011, 0.1050, 0.1001, 0.1046, 0.0918, 0.0510, 0.0431, 0.1302, -0.0671, 0.0266, 0.0566, -0.0429, 0.0157, 0.0525, -0.0581, 0.0435, 0.0458, -0.0486, 0.0546, 0.0229, -0.0550, 0.0297, -0.0140, -0.0477, 0.0418, -0.0137, -0.0423, 0.0126, -0.0038, -0.0628, -0.0168, 0.0331, -0.0649, 0.0048, 0.0335, -0.0690, 0.0433, 0.0239, -0.0462, 0.0454, -0.0005, -0.0588, 0.0431, 0.0413]}

=====

{"formula": "C18H42FO4PS", "method": "ωB97M-V/def2-TZVPD", "gap_ev": 9.02, "fmax_ha_per_bohr": 0.137, "homo_energy_ha": -0.3194, "lumo_ev": 0.33, "de_lowest_kj_mol": 477.46, "smiles": "C#CP(F)(S)(C=C)CCCCCCCCCC.CO.CO.CO.CO", "elements": ["C", "C", "P", "F", "S", "C", "C", "C", "C", "C", "C", "C", "C", "C", "C", "C", "C", "H", "H", "H", "H", "H", "H", "H", "H", "H", "H", "H", "H", "H", "H", "H", "H", "H", "H", "H", "H", "H", "H", "H", "H", "H", "H", "C", "O", "H", "H", "H", "H", "C", "O", "H", "H", "H", "H", "C", "O", "H", "H", "H", "H", "C", "O", "H", "H", "H", "H"], "positions_angstrom": [[1.94, 4.00, 2.53], [0.80, 3.43, 2.17], [-0.79, 2.54, 1.62], [-1.57, 4.08, 1.26], [0.19, 0.65, 2.04], [-2.14, 2.23, 2.91], [-1.86, 1.64, 4.21], [-0.95, 2.12, -0.23], [-2.24, 1.24, -0.61], [-1.87, -0.34, -0.69], [-2.16, -0.94, -2.17], [-0.87, -1.82, -2.66], [-0.87, -3.29, -1.99], [0.36, -4.25, -2.43], [1.64, -3.49, -3.05], [1.48, -3.14, -4.65], [2.88, -3.12, -5.44], [2.76, 4.55, 3.12], [1.31, 1.03, 2.78], [-3.25, 2.53, 2.72], [-0.78, 1.56, 4.63], [-2.69, 1.21, 4.90], [-1.04, 3.13, -0.81], [0.05, 1.65, -0.57], [-3.14, 1.37, 0.10], [-2.61, 1.60, -1.65], [-0.80, -0.59, -0.35], [-2.61, -0.88, 0.03], [-3.15, -1.55, -2.22], [-2.23, -0.07, -2.95], [0.12, -1.25, -2.46], [-1.01, -1.95, -3.81], [-0.94, -3.13, -0.84], [-1.86, -3.81, -2.34], [0.73, -4.78, -1.46], [-0.03, -5.12, -3.11], [2.52, -4.26, -3.02], [2.00, -2.58, -2.44], [0.66, -3.77, -5.16], [1.08, -2.04, -4.66], [3.41, -2.08, -5.32], [2.65, -3.20, -6.57], [3.65, -3.90, -5.09], [3.28, 0.65, -2.65], [3.32, -0.41, -3.59], [2.47, 0.46, -1.94], [4.23, 0.70, -2.11], [3.09, 1.59, -3.17], [4.04, -0.22, -4.20], [0.61, 0.55, 7.12], [0.17, 1.90, 7.16], [1.10, 0.36, 6.16], [1.32, 0.36, 7.93], [-0.25, -0.12, 7.22], [-0.25, 2.03, 8.02], [-3.05, 2.24, 9.29], [-1.88, 1.45, 9.19], [-3.47, 2.38, 8.29], [-3.79, 1.74, 9.92], [-2.80, 3.22, 9.71], [-1.53, 1.34, 10.09], [0.48, 0.95, -6.58], [1.65, 0.16, -6.68], [0.06, 1.08, -7.58], [-0.26, 0.44, -5.94], [0.73, 1.92, -6.16], [2.00, 0.05, -5.78]], "lowdin_charge": [0.0333, -0.2436, 0.5294, -0.3734, 0.4401, -0.2856, -0.0563, -0.3187, -0.2222, -0.2296, -0.2014, -0.2305, -0.2081, -0.2165, -0.2157, -0.2479, -0.1313, 0.0533, -0.1464, 0.0888, 0.0481, 0.0815, 0.0997, 0.0773, 0.1089, 0.1071, 0.0704, 0.1157, 0.1173, 0.1017, 0.1034, 0.1090, 0.1143, 0.1139, 0.1067, 0.1125, 0.1060, 0.1027, 0.1103, 0.0762, 0.0534, 0.0786, 0.0737, -0.1388, -0.1523, 0.0717, 0.0810, 0.0792, 0.0803, -0.1702, -0.1506, 0.0721, 0.0753, 0.0749, 0.0440, -0.1387, -0.1394, 0.0830, 0.0785, 0.0807, 0.0922, -0.1588, -0.1367, 0.0793, 0.0694, 0.0748, 0.0433]}